[1]
{
  "formula": "C31H38Cl3N9O7PPt",
  "method": "ωB97M-V/def2-TZVPD",
  "elements": ["Pt", "O", "N", "O", "C", "C", "C", "C", "O", "C", "C", "N", "O", "O", "N", "O", "O", "H", "H", "Cl", "C", "Cl", "Cl", "C", "N", "C", "C", "C", "C", "C", "C", "C", "C", "N", "H", "H", "H", "H", "H", "H", "N", "P", "N", "C", "C", "C", "C", "C", "N", "C", "C", "C", "C", "C", "N", "C", "C", "C", "C", "C", "H", "H", "H", "H", "H", "H", "H", "H", "H", "H", "H", "H", "H", "H", "H", "H", "H", "H", "H", "H", "H", "H", "H", "H", "H", "H", "H", "H", "H", "H"],
  "coordinates": [[1.83, 0.08, 0.23], [-2.22, 1.54, 6.79], [-1.99, 2.12, 5.75], [-2.52, 3.15, 5.39], [-1.07, 1.47, 4.80], [-0.53, 0.25, 5.11], [0.29, -0.38, 4.19], [0.61, 0.19, 2.94], [1.38, -0.46, 2.11], [0.09, 1.50, 2.73], [-0.76, 2.11, 3.62], [0.29, 2.18, 1.47], [1.66, 2.74, 1.37], [-0.57, 2.89, 0.98], [0.80, -1.71, 4.58], [0.82, -1.97, 5.76], [1.22, -2.45, 3.71], [-0.74, -0.23, 6.05], [-1.18, 3.08, 3.40], [3.68, 4.78, 0.62], [2.40, 4.19, -0.46], [3.01, 4.10, -2.11], [1.02, 5.28, -0.39], [2.01, 2.79, 0.03], [2.10, 1.78, -0.72], [4.00, -0.13, 0.21], [4.15, 0.08, 1.61], [4.31, 1.39, 2.14], [4.24, 1.61, 3.49], [4.05, 0.52, 4.36], [4.04, -0.80, 3.87], [4.08, -1.02, 2.52], [3.82, 0.75, 5.76], [3.59, 0.94, 6.87], [4.14, -1.14, -0.15], [4.40, 0.64, -0.45], [4.46, 2.22, 1.47], [4.32, 2.61, 3.90], [3.96, -1.63, 4.56], [4.03, -2.03, 2.13], [-0.11, -0.19, -0.15], [-0.99, -0.60, -1.47], [-1.61, -2.08, -1.19], [-2.92, -2.58, -1.64], [-2.75, -3.99, -2.19], [-2.28, -4.96, -1.09], [-1.47, -4.23, -0.01], [-0.67, -3.09, -0.63], [-0.12, -0.61, -2.85], [1.30, -0.26, -3.02], [1.91, -1.05, -4.17], [1.23, -0.72, -5.50], [-0.27, -0.44, -5.30], [-0.80, -1.14, -4.06], [-2.24, 0.41, -1.70], [-1.93, 1.75, -2.30], [-3.19, 2.59, -2.35], [-3.71, 2.89, -0.93], [-3.61, 1.65, -0.02], [-3.45, 0.38, -0.82], [-3.32, -1.92, -2.40], [-3.63, -2.60, -0.81], [-2.03, -3.97, -3.02], [-3.70, -4.32, -2.62], [-1.68, -5.75, -1.53], [-3.14, -5.45, -0.63], [-0.78, -4.91, 0.49], [-2.13, -3.82, 0.76], [-0.02, -3.48, -1.41], [-0.05, -2.62, 0.13], [1.85, -0.49, -2.11], [1.43, 0.82, -3.19], [1.81, -2.12, -3.94], [2.98, -0.83, -4.22], [1.37, -1.55, -6.19], [1.70, 0.15, -5.95], [-0.85, -0.77, -6.17], [-0.45, 0.63, -5.20], [-0.64, -2.22, -4.13], [-1.87, -0.97, -3.95], [-1.52, 1.60, -3.29], [-1.17, 2.27, -1.69], [-3.95, 2.06, -2.93], [-2.97, 3.51, -2.88], [-4.74, 3.25, -0.99], [-3.12, 3.71, -0.51], [-4.49, 1.56, 0.61], [-2.75, 1.75, 0.64], [-4.32, 0.23, -1.46], [-3.38, -0.48, -0.16]],
  "molar_mass_g_mol": 981.11,
  "lumo_energy_ev": [-3.99, -6.06],
  "total_energy_ha": -4064.1540,
  "spin_multiplicity": 5,
  "total_charge": 1,
  "orbital_gap_ev": [7.55, 5.80]
}

[2]
{
  "formula": "C31H38ClF7NO24PS",
  "method": "ωB97M-V/def2-TZVPD",
  "elements": ["C", "C", "O", "N", "C", "C", "C", "C", "C", "C", "Cl", "O", "C", "O", "C", "P", "S", "H", "H", "H", "H", "H", "H", "H", "H", "H", "H", "H", "H", "H", "H", "H", "H", "H", "C", "C", "O", "C", "O", "O", "F", "H", "H", "H", "C", "C", "O", "C", "O", "O", "F", "H", "H", "H", "C", "C", "O", "C", "O", "O", "F", "H", "H", "H", "C", "C", "O", "C", "O", "O", "F", "H", "H", "H", "C", "C", "O", "C", "O", "O", "F", "H", "H", "H", "C", "C", "O", "C", "O", "O", "F", "H", "H", "H", "C", "C", "O", "C", "O", "O", "F", "H", "H", "H"],
  "coordinates": [[3.24, -1.30, 2.61], [3.55, -2.26, 1.49], [3.89, -3.36, 1.73], [3.43, -1.73, 0.18], [4.52, -0.80, -0.15], [3.17, -2.73, -0.81], [1.85, -2.56, -1.64], [1.05, -1.29, -1.42], [0.36, -1.21, -0.06], [-0.84, -0.24, -0.07], [-0.22, -2.82, 0.53], [2.23, -2.53, -3.05], [3.29, -3.37, -3.14], [3.45, -4.18, -3.93], [4.17, -2.91, -1.96], [5.61, -4.03, -1.69], [7.23, -3.41, -2.61], [2.68, -1.79, 3.39], [2.68, -0.44, 2.26], [4.19, -0.93, 2.98], [4.68, -0.18, 0.72], [5.47, -1.29, -0.37], [4.19, -0.12, -0.93], [3.03, -3.74, -0.42], [1.22, -3.44, -1.60], [1.68, -0.42, -1.52], [0.28, -1.25, -2.18], [1.07, -0.84, 0.67], [-0.86, 0.34, 0.84], [-1.72, -0.87, -0.16], [-0.73, 0.38, -0.95], [4.65, -2.04, -2.40], [5.82, -4.08, -0.29], [5.32, -5.34, -2.11], [-3.19, 4.42, 1.98], [-3.75, 3.36, 1.07], [-2.59, 2.64, 0.68], [-1.70, 2.76, 1.70], [-0.74, 2.07, 1.83], [-2.06, 3.74, 2.55], [-4.33, 3.90, -0.03], [-2.85, 5.30, 1.44], [-3.90, 4.72, 2.76], [-4.45, 2.67, 1.54], [-5.74, 2.80, 6.44], [-4.28, 2.62, 6.11], [-4.13, 3.43, 4.95], [-5.06, 4.42, 5.04], [-5.05, 5.41, 4.38], [-5.99, 4.13, 5.97], [-3.98, 1.34, 5.80], [-6.37, 2.09, 5.89], [-5.96, 2.71, 7.50], [-3.60, 2.97, 6.89], [0.93, -6.39, -4.74], [0.89, -7.57, -3.81], [-0.34, -7.40, -3.14], [-1.17, -6.74, -3.99], [-2.34, -6.65, -3.87], [-0.46, -6.19, -5.02], [1.90, -7.52, -2.90], [1.33, -5.50, -4.27], [1.49, -6.59, -5.65], [0.91, -8.55, -4.30], [-0.76, -3.13, -6.25], [0.47, -2.40, -5.75], [-0.09, -1.32, -5.02], [-1.30, -1.74, -4.56], [-1.92, -1.20, -3.70], [-1.70, -2.87, -5.20], [1.21, -1.91, -6.77], [-1.13, -2.71, -7.19], [-0.59, -4.19, -6.37], [1.11, -2.99, -5.09], [-3.50, -2.34, 1.73], [-4.93, -2.67, 1.40], [-5.63, -1.58, 1.99], [-4.78, -0.51, 1.98], [-5.11, 0.62, 2.15], [-3.51, -0.91, 1.75], [-5.34, -3.82, 1.98], [-3.21, -2.71, 2.72], [-2.79, -2.72, 1.00], [-5.15, -2.71, 0.33], [-4.77, 8.20, 2.93], [-4.98, 9.69, 2.85], [-3.65, 10.18, 2.80], [-2.89, 9.21, 2.21], [-1.80, 9.38, 1.77], [-3.56, 8.03, 2.19], [-5.58, 10.17, 3.97], [-4.62, 7.85, 3.95], [-5.58, 7.63, 2.49], [-5.53, 10.03, 1.97], [8.09, 2.73, -1.05], [8.05, 1.58, -0.07], [6.78, 1.74, 0.54], [5.97, 2.34, -0.38], [4.79, 2.39, -0.32], [6.71, 2.87, -1.39], [9.01, 1.69, 0.88], [8.44, 3.65, -0.58], [8.69, 2.52, -1.93], [8.11, 0.59, -0.53]],
  "smiles": "CC(=O)N(C)[C@H]1[C@@H](C[C@@H](C)Cl)OC(=O)[C@@H]1[PH2]=S.O=C1OC[C@@H](F)O1.O=C1OC[C@@H](F)O1.O=C1OC[C@@H](F)O1.O=C1OC[C@@H](F)O1.O=C1OC[C@@H](F)O1.O=C1OC[C@@H](F)O1.O=C1OC[C@@H](F)O1",
  "molar_mass_g_mol": 1040.11,
  "lumo_energy_ev": 0.40,
  "total_energy_ha": -4963.4766,
  "orbital_gap_ev": 9.27
}

[3]
{
  "formula": "C31H38F16N2O7S",
  "method": "ωB97M-V/def2-TZVPD",
  "elements": ["C", "O", "C", "C", "C", "C", "C", "C", "C", "C", "C", "C", "C", "C", "C", "C", "N", "C", "C", "C", "C", "O", "N", "S", "C", "O", "O", "C", "O", "H", "H", "H", "H", "H", "H", "H", "H", "H", "H", "H", "H", "H", "H", "H", "H", "H", "H", "H", "H", "H", "H", "H", "H", "H", "H", "H", "H", "H", "H", "C", "C", "C", "F", "F", "F", "F", "O", "C", "C", "F", "F", "F", "F", "H", "H", "H", "H", "C", "C", "C", "F", "F", "F", "F", "O", "C", "C", "F", "F", "F", "F", "H", "H", "H", "H"],
  "coordinates": [[-0.63, 2.50, -0.02], [-0.95, 1.65, -1.12], [-0.38, 0.36, -0.94], [-1.17, -0.50, 0.08], [-0.17, -1.13, 1.07], [-0.86, -2.06, 2.12], [-0.37, -3.53, 1.99], [0.59, -3.97, 3.12], [1.72, -2.94, 3.42], [3.16, -3.53, 3.24], [3.97, -2.88, 2.10], [4.21, -3.75, 0.87], [5.10, -3.27, -0.07], [5.41, -3.93, -1.23], [6.42, -3.40, -2.23], [5.84, -3.05, -3.58], [5.74, -1.82, -3.87], [4.76, -5.12, -1.45], [3.86, -5.63, -0.50], [3.59, -4.96, 0.66], [3.35, -6.98, -1.01], [2.89, -7.89, -0.39], [3.64, -6.89, -2.44], [2.23, -6.40, -3.25], [2.31, -4.67, -3.72], [1.08, -6.57, -2.41], [2.10, -7.18, -4.44], [4.83, -6.09, -2.62], [5.66, -6.20, -3.49], [-0.64, 3.53, -0.39], [0.36, 2.26, 0.39], [-1.41, 2.40, 0.74], [-0.39, -0.13, -1.92], [0.68, 0.45, -0.66], [-1.89, 0.15, 0.58], [-1.74, -1.27, -0.45], [0.56, -1.69, 0.48], [0.35, -0.31, 1.59], [-1.93, -2.06, 1.85], [-0.78, -1.66, 3.13], [0.14, -3.69, 1.04], [-1.25, -4.18, 2.02], [1.02, -4.95, 2.86], [-0.01, -4.07, 4.03], [1.61, -2.65, 4.46], [1.63, -2.03, 2.82], [3.71, -3.34, 4.17], [3.06, -4.62, 3.17], [3.52, -1.91, 1.85], [4.96, -2.63, 2.51], [5.60, -2.31, 0.10], [7.24, -4.13, -2.37], [6.87, -2.50, -1.80], [5.54, -3.80, -4.32], [5.36, -1.71, -4.82], [2.91, -5.40, 1.37], [1.29, -4.29, -3.72], [2.94, -4.06, -3.07], [2.72, -4.59, -4.73], [-4.94, 5.01, 2.95], [-3.94, 3.98, 2.39], [-4.04, 2.55, 2.93], [-3.82, 2.48, 4.25], [-3.10, 1.77, 2.33], [-2.69, 4.46, 2.55], [-4.17, 3.91, 1.05], [-4.50, 5.89, 3.98], [-4.56, 5.50, 5.31], [-3.18, 5.43, 5.95], [-2.39, 4.54, 5.32], [-3.29, 5.03, 7.24], [-5.26, 4.36, 5.45], [-5.27, 6.46, 5.95], [-5.15, 5.68, 2.12], [-5.91, 4.56, 3.19], [-5.03, 2.12, 2.71], [-2.69, 6.40, 5.92], [-2.62, 4.10, -2.78], [-2.06, 4.23, -4.20], [-1.23, 5.47, -4.53], [-1.94, 6.61, -4.40], [-0.80, 5.42, -5.81], [-3.07, 4.09, -5.09], [-1.24, 3.16, -4.39], [-3.99, 4.47, -2.57], [-4.34, 5.78, -2.32], [-5.24, 6.37, -3.40], [-4.64, 6.35, -4.61], [-5.53, 7.66, -3.11], [-3.24, 6.53, -2.10], [-5.03, 5.77, -1.15], [-2.61, 3.04, -2.55], [-1.97, 4.56, -2.03], [-0.35, 5.54, -3.88], [-6.17, 5.80, -3.47]],
  "smiles": "[H]/N=C/Cc1cc(CCCCCCCCCOC)cc2c1C(=O)N(S(C)(=O)=O)C2=O.FC(F)C(F)(F)COC(F)(F)C(F)F.FC(F)C(F)(F)COC(F)(F)C(F)F",
  "molar_mass_g_mol": 886.69,
  "lumo_energy_ev": -0.82,
  "total_energy_ha": -3836.2130,
  "orbital_gap_ev": 9.11
}

- Which formula does entry 3 have?
  C31H38F16N2O7S

- Which formula does entry 2 have?
  C31H38ClF7NO24PS